Record 1
Entry from the OMol25 dataset: a gas-phase ion, C3H5N3O6P (charge +1) (ωB97M-V/def2-TZVPD).

Calculated values
DFT total energy, eV: -29231.086
Energy above the lowest of the compared OMol25 structures with the same formula, charge and spin, kcal/mol: 58.2
Total charge: +1
Largest force on an atom, eV Å⁻¹: 6.7
SMILES string: O=C1NC(=O)[N+](=P(O)(O)O)C(=O)N1

XYZ file:
```
18
C3H5N3O6P (ωB97M-V/def2-TZVPD)
O -3.838 0.119 0.162
C -2.677 0.067 -0.006
N -1.972 -1.077 0.134
C -0.641 -1.298 0.123
O 0.074 -2.274 0.291
N 0.080 -0.104 -0.203
P 1.726 -0.048 -0.253
O 2.299 1.168 -1.058
O 2.524 -1.249 -0.638
O 1.910 0.137 1.783
C -0.476 1.154 -0.182
O 0.266 2.104 0.018
N -1.839 1.171 -0.297
H -2.535 -1.882 0.451
H 1.963 2.020 -0.796
H 2.406 -2.200 -0.764
H 2.888 0.110 1.817
H -2.157 2.082 -0.582
```


Record 2
Entry from the OMol25 dataset: C3H5N3OS in the gas phase (ωB97M-V/def2-TZVPD).

Calculated values
DFT total energy, eV: -20541.731
Energy above the lowest of the compared OMol25 structures with the same formula, charge and spin, kcal/mol: 90.6
Largest force on an atom, eV Å⁻¹: 1.9
SMILES string: N/N=C1/CON=CS1

XYZ file:
```
13
C3H5N3OS (ωB97M-V/def2-TZVPD)
N -2.587 -0.223 -0.320
N -1.558 0.627 -0.223
C -0.408 0.181 -0.057
C 0.672 1.179 0.215
O 1.865 0.997 -0.534
N 2.505 -0.206 -0.298
C 1.817 -1.245 -0.014
S 0.069 -1.503 -0.170
H -2.556 -1.181 0.001
H -3.478 0.114 -0.048
H 0.298 2.154 -0.053
H 1.003 1.224 1.233
H 2.357 -2.118 0.268
```


Record 3
Entry from the OMol25 dataset: C3H5N3OS in the gas phase (ωB97M-V/def2-TZVPD).

Calculated values
DFT total energy, eV: -20541.041
Energy above the lowest of the compared OMol25 structures with the same formula, charge and spin, kcal/mol: 106.5
Largest force on an atom, eV Å⁻¹: 3.0
SMILES string: N/N=C\[C@@H]1ON=CS1

XYZ file:
```
13
C3H5N3OS (ωB97M-V/def2-TZVPD)
N 0.042 2.118 1.159
N -0.126 1.985 -0.213
C -0.670 0.921 -0.681
C -0.780 -0.405 -0.002
O 0.552 -0.625 0.746
N 1.407 -1.422 0.033
C 0.784 -2.179 -0.844
S -0.919 -1.840 -1.158
H 0.505 3.060 1.426
H 0.397 1.273 1.695
H -0.958 0.765 -1.762
H -1.566 -0.574 0.797
H 1.332 -3.077 -1.197
```


These records have E_LUMO values of -0.14945, 0.02194, 0.02103 Eh, in the order they appear.
These records have frontier orbital gap values of 11.32, 9.21, 9.49 eV, in the order they appear.